Entry 1:
Here is a 2-piece molecular cluster, C15H28FNO7S2 overall from OMol25. Energies are from ωB97M-V/def2-TZVPD.

Element x y z (Å)
1 C 4.440 -1.111 0.856
2 C 3.802 -2.506 0.912
3 C 2.787 -2.761 -0.206
4 O 2.068 -1.617 -0.624
5 C 1.197 -1.056 0.321
6 C -0.103 -1.860 0.569
7 C -1.384 -1.025 0.820
8 C -1.431 0.457 0.435
9 C -1.738 0.802 -1.036
10 S -0.367 1.627 -1.895
11 C 0.121 -2.725 1.834
12 C -0.943 -3.802 1.994
13 C -0.618 -4.891 2.958
14 O -0.658 -5.017 1.437
15 O -0.303 -2.875 -0.473
16 C -0.738 -2.456 -1.642
17 O -0.335 -1.632 -2.367
18 S -2.204 -3.422 -2.245
19 O -3.021 -2.550 -3.006
20 O -1.735 -4.632 -2.816
21 F -2.938 -3.761 -0.918
22 H 4.066 -0.478 1.655
23 H 4.328 -0.646 -0.116
24 H 5.509 -1.211 1.034
25 H 4.597 -3.232 0.746
26 H 3.409 -2.738 1.900
27 H 3.345 -3.080 -1.083
28 H 2.131 -3.603 0.025
29 H 1.686 -0.934 1.293
30 H 1.003 -0.049 -0.034
31 H -1.618 -1.072 1.879
32 H -2.226 -1.521 0.338
33 H -0.541 1.001 0.736
34 H -2.232 0.893 1.030
35 H -2.553 1.519 -1.047
36 H -2.064 -0.039 -1.636
37 H -0.099 2.589 -1.000
38 H 1.058 -3.268 1.778
39 H 0.046 -2.082 2.706
40 H -1.985 -3.485 1.981
41 H 0.385 -5.256 3.101
42 H -1.490 -5.467 3.226
43 C -1.414 7.414 -2.172
44 N -0.935 6.495 -1.159
45 C -1.596 6.455 0.135
46 C 0.105 5.672 -1.374
47 O 0.541 4.884 -0.554
48 H -1.345 8.443 -1.814
49 H -2.455 7.197 -2.419
50 H -0.814 7.316 -3.074
51 H -0.886 6.694 0.927
52 H -1.990 5.456 0.324
53 H -2.410 7.174 0.147
54 H 0.540 5.773 -2.382

Summary:
HOMO energy: -8.6646 eV
2S+1: 1
molecular weight: 417.521 g mol⁻¹
frontier orbital gap: 0.338 Eh
SMILES: CCCOC[C@](CCCS)(C[C@@H]1CO1)OC(=O)S(=O)(=O)F.CN(C)C=O
strongest force on any atom: 3.36 eV/A


Entry 2:
Here is C15H28FeN3O as an isolated structure from OMol25. Energies are from ωB97M-V/def2-TZVPD.

Element x y z (Å)
1 Fe 4.360 -0.905 3.677
2 C 1.468 1.254 1.493
3 C 2.027 -0.140 1.401
4 C 1.974 -0.608 -0.076
5 O 3.256 -0.368 2.065
6 H 2.078 2.121 1.240
7 H 1.292 1.471 2.546
8 H 0.472 1.291 1.052
9 H 1.228 -0.802 1.733
10 H 2.834 -0.354 -0.695
11 H 1.005 -0.410 -0.534
12 H 2.002 -1.687 -0.228
13 C 0.915 -4.219 0.374
14 C 0.884 -4.159 -1.191
15 C -0.232 -5.136 -1.715
16 C -1.647 -4.809 -1.531
17 N -2.719 -4.505 -1.460
18 H 0.597 -5.216 0.680
19 H 0.185 -3.495 0.735
20 H 1.846 -3.929 0.860
21 H 1.860 -4.407 -1.609
22 H 0.621 -3.152 -1.514
23 H -0.097 -6.153 -1.347
24 H -0.415 -5.069 -2.788
25 C -2.529 1.085 1.445
26 C -2.099 2.036 2.519
27 C -3.338 2.586 3.378
28 C -2.957 3.620 4.267
29 N -2.669 4.454 5.029
30 H -3.338 1.481 0.831
31 H -2.925 0.143 1.824
32 H -1.696 0.726 0.840
33 H -1.611 2.855 1.991
34 H -1.310 1.649 3.164
35 H -3.792 1.856 4.048
36 H -4.046 2.973 2.645
37 C 1.470 2.501 -1.906
38 C 1.130 2.593 -3.430
39 C -0.355 2.567 -3.718
40 C -0.941 1.302 -3.207
41 N -1.426 0.327 -2.801
42 H 1.251 1.525 -1.472
43 H 1.131 3.294 -1.239
44 H 2.537 2.575 -1.697
45 H 1.650 1.785 -3.944
46 H 1.601 3.526 -3.740
47 H -0.628 2.559 -4.773
48 H -0.907 3.367 -3.224

Summary:
HOMO energy (alpha / beta): -13.1394 / -13.1393 eV
2S+1: 7
molecular weight: 322.254 g mol⁻¹
total charge: +1
frontier orbital gap (alpha / beta): 0.324 / 0.175 Eh
expectation value of S²: 12.024
strongest force on any atom: 4.48 eV/A


Entry 3:
Here is C15H28I2O4S2TiTl as an isolated structure from OMol25. Energies are from ωB97M-V/def2-TZVPD.

Element x y z (Å)
1 I 3.359 1.339 -1.848
2 I 1.935 1.314 -4.124
3 Tl -3.360 -0.159 -1.234
4 Ti -0.284 0.180 0.601
5 S -1.092 1.729 -1.026
6 S -0.697 -1.595 -0.687
7 C -1.580 0.358 2.032
8 C -1.453 3.637 -0.764
9 C 0.468 -2.673 -2.087
10 C -2.465 4.157 -1.774
11 C -1.972 3.854 0.649
12 C -0.087 4.257 -1.036
13 C -0.009 -2.243 -3.462
14 C 0.061 -4.107 -1.760
15 C 1.932 -2.360 -1.863
16 C -4.531 0.405 1.465
17 C -4.164 -2.313 0.572
18 O -2.361 0.594 2.897
19 O -5.169 1.007 2.188
20 O -4.333 -3.385 0.908
21 H -3.456 3.715 -1.634
22 H -2.142 3.968 -2.803
23 H -2.568 5.248 -1.658
24 H -2.867 3.245 0.841
25 H -2.253 4.912 0.779
26 H -1.222 3.605 1.408
27 H 0.648 3.929 -0.294
28 H -0.139 5.354 -1.025
29 H 0.257 3.925 -2.023
30 H 0.482 -2.865 -4.226
31 H 0.244 -1.196 -3.674
32 H -1.093 -2.376 -3.562
33 H 0.590 -4.823 -2.405
34 H -1.015 -4.249 -1.923
35 H 0.270 -4.372 -0.715
36 H 2.575 -2.995 -2.500
37 H 2.237 -2.499 -0.818
38 H 2.158 -1.313 -2.123
39 C 3.003 -2.487 2.006
40 C 1.580 -1.955 1.937
41 O 1.499 -0.551 1.469
42 C 2.275 0.318 2.371
43 C 1.852 0.157 3.826
44 H 3.603 -2.228 1.133
45 H 2.959 -3.576 2.065
46 H 3.518 -2.171 2.916
47 H 0.973 -2.515 1.221
48 H 1.090 -2.010 2.921
49 H 3.345 0.090 2.257
50 H 2.124 1.333 1.987
51 H 2.119 -0.825 4.234
52 H 2.383 0.912 4.415
53 H 0.774 0.302 3.952

Summary:
HOMO energy (alpha / beta): -21.4102 / -21.3750 eV
2S+1: 2
molecular weight: 842.577 g mol⁻¹
total charge: +4
frontier orbital gap (alpha / beta): 0.217 / 0.177 Eh
expectation value of S²: 0.762
strongest force on any atom: 12.62 eV/A


Entry 4:
Here is an isolated ion of composition C15H28N3O2S and charge +1 from OMol25. Energies are from ωB97M-V/def2-TZVPD.

Element x y z (Å)
1 C 1.664 -3.322 1.659
2 C 0.438 -3.711 0.828
3 C -0.418 -2.519 0.352
4 C -0.030 -1.921 -0.987
5 C -0.709 -0.548 -1.180
6 C -2.233 -0.591 -1.333
7 C -2.775 0.819 -1.587
8 C -2.551 1.744 -0.364
9 C -1.306 2.646 -0.506
10 C -0.279 2.572 0.629
11 C -0.843 2.615 2.043
12 S 0.405 2.140 3.280
13 C 1.738 3.125 2.748
14 N 2.925 2.754 2.390
15 N 3.626 3.927 2.110
16 C 2.794 4.892 2.307
17 O 1.571 4.471 2.723
18 C -0.223 -2.835 -2.224
19 O 1.094 -3.163 -2.677
20 C 1.845 -2.044 -2.468
21 N 1.474 -1.641 -1.061
22 H 2.023 -4.192 2.200
23 H 2.515 -2.967 1.075
24 H 1.419 -2.551 2.385
25 H 0.717 -4.343 -0.015
26 H -0.198 -4.316 1.468
27 H -1.447 -2.855 0.239
28 H -0.423 -1.762 1.135
29 H -0.501 0.012 -0.271
30 H -0.286 -0.041 -2.051
31 H -2.657 -0.947 -0.396
32 H -2.532 -1.265 -2.134
33 H -3.842 0.741 -1.779
34 H -2.297 1.235 -2.472
35 H -3.423 2.380 -0.267
36 H -2.464 1.091 0.500
37 H -1.622 3.681 -0.621
38 H -0.774 2.407 -1.425
39 H 0.405 3.411 0.518
40 H 0.345 1.680 0.538
41 H -1.250 3.595 2.272
42 H -1.616 1.870 2.206
43 H 2.942 5.948 2.191
44 H -0.700 -2.236 -2.997
45 H -0.744 -3.760 -2.021
46 H 2.915 -2.217 -2.532
47 H 1.616 -1.210 -3.136
48 H 2.031 -2.152 -0.377
49 H 1.641 -0.645 -0.918

Summary:
HOMO energy: -11.6728 eV
2S+1: 1
molecular weight: 314.475 g mol⁻¹
total charge: +1
frontier orbital gap: 0.330 Eh
SMILES: CCC[C@]1(CCCCCCCSc2nnco2)COC[NH2+]1
strongest force on any atom: 1.12 eV/A


Entry 5:
Here is an isolated ion of composition C15H29N2O2 and charge +1 from OMol25. Energies are from ωB97M-V/def2-TZVPD.

Element x y z (Å)
1 C -0.590 0.365 -3.171
2 N -1.046 -0.083 -1.824
3 C 0.049 0.416 -1.004
4 C 0.111 0.078 0.482
5 C 0.938 1.154 1.162
6 C 0.862 1.088 2.697
7 C 2.044 1.561 3.549
8 C 3.089 0.540 3.808
9 C 3.402 -0.210 2.596
10 O 2.787 -1.250 2.220
11 C 4.666 0.058 1.839
12 N 4.932 1.524 1.887
13 O 5.967 1.849 2.509
14 C -2.340 0.519 -1.362
15 C -3.588 0.426 -2.289
16 C -3.921 -1.106 -2.658
17 C -3.497 -2.140 -1.601
18 C -2.129 -2.317 -1.031
19 C -1.125 -1.587 -1.974
20 H -0.798 1.468 -3.205
21 H 0.535 0.224 -3.240
22 H -1.048 -0.028 -4.015
23 H 1.022 0.304 -1.503
24 H -0.090 1.468 -1.069
25 H 0.533 -0.843 0.536
26 H -0.822 0.272 1.023
27 H 1.896 1.214 0.738
28 H 0.626 2.185 0.881
29 H 0.070 1.728 2.873
30 H 0.579 0.080 3.043
31 H 1.667 1.886 4.541
32 H 2.535 2.452 3.180
33 H 3.854 1.162 4.210
34 H 2.747 -0.105 4.586
35 H 5.520 -0.602 2.220
36 H 4.589 -0.181 0.777
37 H -2.637 0.044 -0.430
38 H -2.065 1.597 -1.163
39 H -4.482 0.926 -1.756
40 H -3.447 0.905 -3.217
41 H -4.996 -1.217 -2.796
42 H -3.443 -1.318 -3.523
43 H -4.181 -2.027 -0.718
44 H -3.761 -3.099 -2.056
45 H -2.013 -2.027 -0.032
46 H -1.751 -3.353 -0.990
47 H -1.197 -1.944 -3.025
48 H -0.055 -2.054 -1.706

Summary:
HOMO energy: -11.7792 eV
2S+1: 1
molecular weight: 269.409 g mol⁻¹
total charge: +1
frontier orbital gap: 0.331 Eh
SMILES: C[N+]1(CCCCCCC(=O)CN=O)CCCCCC1
strongest force on any atom: 5.11 eV/A


Q: Which of these has the highest strongest force on any atom?
A: C15H28I2O4S2TiTl


Q: Which formula does entry 2 have?
A: C15H28FeN3O